{
  "formula": "C40H41BBr2F4N8O4PY",
  "method": "the ωB97M-V functional and the def2-TZVPD basis",
  "species": ["C", "N", "C", "N", "H", "C", "C", "H", "H", "H", "C", "O", "C", "Br", "H", "H", "F", "O", "C", "C", "H", "H", "H", "C", "H", "H", "N", "B", "O", "P", "H", "C", "N", "H", "H", "H", "C", "N", "O", "C", "N", "C", "C", "C", "C", "H", "H", "H", "H", "C", "C", "Br", "H", "C", "C", "H", "C", "C", "C", "H", "H", "C", "H", "H", "H", "C", "C", "C", "C", "C", "C", "C", "H", "H", "H", "C", "H", "C", "H", "F", "C", "C", "H", "C", "H", "F", "N", "H", "H", "H", "H", "Y", "C", "H", "N", "H", "C", "C", "F", "C", "H", "H"],
  "positions_angstrom": [[0.56804, 2.47796, 2.83599], [-0.16727, 0.54226, -1.68703], [-2.06424, 1.62422, -4.65319], [-2.30233, 0.07175, -2.37314], [1.24127, -0.71960, -3.73539], [-2.56352, -2.98958, -1.51672], [2.52713, 0.85107, 3.22765], [-1.94474, -1.24634, 2.27068], [-3.56378, 0.27222, 6.78441], [-4.28933, -0.24340, -2.84548], [4.35909, -2.66606, -2.78152], [2.85535, -1.33856, 3.11744], [-3.70908, 2.21165, -0.30161], [5.98095, -1.75970, -4.91993], [2.01130, -6.43366, 1.51768], [0.87818, 1.69243, -4.38443], [3.96880, 0.07873, -1.30353], [-2.18074, -3.12736, -3.86927], [-2.82370, 1.53256, 3.72689], [-1.63350, 2.20331, 0.94754], [-0.07636, -0.32672, 4.38278], [0.32702, -1.44947, 2.31718], [0.06846, 3.40950, -1.99759], [-1.57996, -2.24342, 2.02562], [3.23258, -1.42479, 2.22531], [0.38556, 5.67936, 3.97682], [-1.84446, -2.47131, -0.36227], [3.60874, -0.03239, 0.02100], [-3.46224, -3.31521, 1.04445], [-0.52183, 1.22362, 2.02396], [-1.89485, 4.98064, -0.98462], [4.39871, -1.86049, -3.90446], [1.93940, -0.25063, 3.01685], [-2.06172, 2.62065, -5.09849], [0.38941, -4.70948, 0.76366], [1.71647, 3.23826, -2.61587], [1.42058, -4.67716, 0.43004], [-1.07762, 1.62415, -3.58091], [-0.49506, -2.44172, -2.57194], [0.81502, 4.70664, 3.77423], [2.12116, -1.96606, -2.37640], [0.76332, 2.72477, -2.48454], [-2.16798, 4.03096, -0.54070], [1.86111, 2.16550, 3.29193], [-3.53390, 1.28801, 4.89525], [-0.04881, 3.19279, -4.43491], [-0.35371, 3.89215, 0.58088], [-0.95647, 3.98301, 2.84290], [1.16340, 1.74215, -0.60547], [2.11125, 4.41515, 4.16705], [2.96957, -3.65845, -0.92500], [4.91611, -6.78032, 0.94044], [-4.64358, 1.72772, -0.55774], [-3.35678, -0.03459, -3.36975], [-1.70628, -2.86166, -2.77695], [3.27427, -0.54733, -5.18749], [0.17523, 2.32002, -3.82012], [3.61306, -5.54682, 0.37685], [3.27853, -1.15235, -4.29304], [1.87116, 0.96890, -1.99914], [3.59948, 0.84170, 3.41495], [-2.83741, 1.59495, 0.57995], [0.30619, -3.03585, 2.01408], [-3.10170, 0.62584, 0.99312], [-3.50975, -2.46380, -1.69529], [-3.00669, 0.46424, 5.87671], [-2.39432, -2.74597, 0.83458], [2.61756, 3.15122, 3.93068], [3.94917, -4.56109, -0.53127], [-1.29887, 3.41631, 0.35255], [-1.05094, 0.12549, 4.51897], [2.31563, -5.64395, 0.84748], [-1.33300, -0.75237, 6.44912], [-2.84738, -4.03630, -1.37665], [-1.80234, -2.87779, 2.88405], [-1.75796, -0.11177, 5.68693], [-4.14569, 1.19622, -4.94906], [0.96747, 1.47548, -1.64840], [-4.06207, 3.93015, -1.54303], [2.27685, -0.72709, 0.07922], [0.06087, 3.74438, 3.12342], [-1.14940, 0.74871, -2.54138], [-2.33764, -0.53422, -1.56574], [3.18380, -2.69978, -2.04796], [-1.77380, 0.91155, -5.43495], [3.45312, 1.19142, 0.62638], [-0.12952, -2.16212, 1.74371], [3.62136, 2.90544, 4.25484], [-3.78063, 2.07043, -3.45188], [4.95066, -4.51203, -0.92794], [5.22557, -3.24468, -2.50341], [0.25877, -1.58044, -0.68170], [-3.38021, 3.43991, -0.85948], [-3.25205, 2.18904, 2.98123], [1.73924, -3.68278, -0.39623], [2.71637, 5.15952, 4.66710], [2.15755, -1.24119, -3.48591], [-1.57739, 0.94871, 3.52082], [4.44900, -0.89113, 0.72841], [-3.44081, 1.27797, -4.12190], [-3.16161, -0.86983, -4.04842], [-4.50388, 1.74801, 5.03548]],
  "largest_force_ev_per_a": 0.8,
  "e_homo_ev": -8.39,
  "e_tot_ev": -224232.755,
  "e_above_lowest_kcal_mol": 7.8,
  "gap_ev": 7.63
}

---

{
  "formula": "C29H43CaCl2F5N3O5Si",
  "method": "the ωB97M-V functional and the def2-TZVPD basis",
  "species": ["H", "C", "C", "C", "C", "H", "H", "C", "H", "H", "H", "C", "C", "O", "H", "C", "H", "H", "H", "H", "N", "Cl", "C", "H", "N", "F", "H", "H", "C", "C", "C", "H", "F", "C", "Si", "C", "O", "H", "C", "H", "H", "C", "H", "C", "C", "H", "C", "H", "C", "H", "H", "H", "Cl", "H", "H", "C", "H", "N", "F", "F", "C", "C", "H", "C", "O", "H", "H", "F", "Ca", "H", "H", "H", "H", "O", "H", "C", "H", "O", "H", "C", "H", "C", "C", "H", "H", "H", "H", "H", "C"],
  "positions_angstrom": [[0.36369, 5.19276, 2.96011], [-2.68832, 4.06954, -0.61386], [0.77148, 5.67223, -3.27814], [3.13020, 3.66623, 0.70361], [3.48308, 4.41440, 1.82194], [-3.18529, -2.34988, -4.62467], [0.43639, -6.51794, 0.62868], [2.48278, 4.94147, 2.64714], [2.34749, 2.00777, -1.07594], [-1.65559, -3.88491, 2.14693], [-2.92228, 4.26392, 0.44052], [0.79140, 3.96509, 1.21864], [-0.03695, 1.46805, 4.72645], [2.06292, -0.69010, 0.18191], [0.75475, 1.74997, -3.26622], [-0.01417, -5.84250, -0.10748], [1.07940, 3.17497, -4.29403], [2.32011, 2.90388, 4.61647], [-0.17047, 6.20784, -3.11342], [2.63004, 1.26682, 5.28716], [1.11532, 1.37146, 3.84526], [-0.76969, -1.13116, -2.71408], [-3.10858, -3.19311, -5.32189], [-0.44023, -4.68575, -7.87712], [-2.60301, 2.63377, -0.82150], [2.76767, -2.45553, -1.76555], [-3.31423, 2.48724, -2.78698], [-2.34426, 1.08239, -2.21834], [1.01338, 0.95920, 2.56889], [1.04809, 4.79219, -2.10502], [-1.39821, -4.85685, 1.71756], [0.23018, -3.40919, -0.89119], [3.92796, -4.83855, -1.08304], [-2.44680, 2.16956, -2.19073], [-1.35243, -3.28096, -5.96679], [2.70747, -1.73128, 0.50050], [0.36448, 1.91704, -0.72517], [-3.82494, -3.04854, -6.14340], [3.93737, -4.20524, 1.19611], [-0.88975, -5.48395, 2.45703], [1.04968, 5.30095, -1.13332], [3.63672, -3.26952, 2.19265], [-2.18377, -4.47449, -8.06934], [3.05285, -2.06781, 1.84585], [1.13324, 4.73335, 2.33608], [2.42231, 2.27238, -3.58878], [-1.38462, -4.60663, -7.33032], [0.73945, -5.56860, -0.85771], [1.39810, 2.63515, -3.39801], [1.03124, -3.65682, -5.35803], [-0.91782, 1.00854, 4.27100], [-1.72520, 4.54477, -0.86262], [-0.90289, -1.29906, -6.57472], [0.19037, 0.97297, 5.67580], [0.10952, -2.85024, -4.08050], [3.09346, -2.70539, -0.47919], [-2.76099, 2.28053, 1.20138], [-0.52261, -4.65474, 0.56781], [4.40386, -5.42130, 1.53253], [2.71984, -1.19894, 2.83081], [0.07088, -3.66495, -4.82232], [2.38910, 1.83292, 4.37519], [1.54353, 6.44408, -3.39202], [1.33119, 3.48408, -2.16148], [-0.04205, 0.54538, 2.05571], [4.54617, 4.59048, 2.02683], [-2.30471, -5.40706, 1.43006], [3.86397, -3.57988, 3.48175], [-0.20709, -0.25232, -0.34749], [-0.82449, -6.39991, -0.59785], [3.88803, 3.28558, 0.00185], [-0.26185, 3.79691, 0.97467], [-1.55532, -5.58546, -6.86090], [-0.76024, -2.37528, 0.59765], [-0.24789, 2.51727, 4.96834], [1.47246, 2.65754, -0.88106], [-3.47052, 4.50145, -1.25515], [-2.36715, 0.56782, 0.12129], [-3.37431, -4.11480, -4.78873], [-2.58813, 1.78272, 0.22203], [-0.04887, -4.60530, -4.27062], [3.67665, -3.90436, -0.13570], [1.79103, 3.45908, 0.39320], [3.17122, 1.67722, 3.61752], [-1.54239, 2.62581, -2.61446], [0.69328, 5.12712, -4.22420], [2.78148, 5.52235, 3.53008], [1.96444, 1.01794, 2.00556], [-0.33468, -3.42764, 0.05813]],
  "largest_force_ev_per_a": 2.2,
  "e_homo_ev": -4.85,
  "e_tot_ev": -110436.097,
  "e_above_lowest_kcal_mol": 0.0,
  "total_charge": -1,
  "gap_ev": 7.29
}

---

{
  "formula": "C6H12",
  "method": "the ωB97M-V functional and the def2-TZVPD basis",
  "species": ["H", "H", "H", "H", "H", "H", "C", "C", "H", "C", "H", "H", "C", "H", "C", "C", "H", "H"],
  "positions_angstrom": [[2.59970, -0.39838, 0.87688], [1.80401, 2.02200, 0.18120], [1.07104, 1.37024, -1.28965], [-0.48349, -2.01748, -0.88761], [0.41717, 0.49692, 1.57839], [-0.44493, -0.47724, -1.90266], [-0.87601, -1.01765, -1.06271], [1.67575, -0.76447, 0.40935], [-2.14241, -1.24519, -1.45278], [-1.13785, -0.26214, 0.10482], [0.09241, 2.28998, -0.13325], [-3.17796, -0.11045, 0.53276], [-2.16621, 0.16335, 0.81255], [1.92262, -0.99060, -0.63379], [0.56697, 0.26987, 0.51772], [0.89696, 1.55378, -0.22397], [-2.02323, 0.81805, 1.66570], [1.40545, -1.70058, 0.90705]],
  "largest_force_ev_per_a": 7.2,
  "e_homo_ev": -9.19,
  "e_tot_ev": -6414.197,
  "e_above_lowest_kcal_mol": 63.3,
  "gap_ev": 10.26
}

---

{
  "formula": "C2H24O12Pt",
  "method": "the ωB97M-V functional and the def2-TZVPD basis",
  "species": ["H", "H", "C", "H", "H", "H", "H", "C", "O", "Pt", "O", "H", "H", "O", "O", "H", "H", "H", "H", "O", "H", "H", "H", "H", "H", "O", "H", "O", "O", "O", "O", "H", "H", "O", "H", "H", "H", "H", "O"],
  "positions_angstrom": [[4.02457, 1.72476, 2.40373], [0.11760, -0.31640, 1.57607], [0.52162, -0.54306, -0.49114], [-3.27129, -2.51715, 2.02309], [-0.62023, 0.15178, -6.31902], [0.75386, 2.11950, 4.91223], [-5.56570, -3.49969, -2.44245], [0.64117, 0.30911, 0.85307], [1.38859, 1.71389, 5.50284], [0.19799, 3.34411, -1.69139], [0.78407, 0.13142, -1.75271], [-0.52123, -0.83044, -0.62530], [-1.20988, -3.72846, -3.77641], [-3.49123, -1.59446, 1.89467], [0.30244, 1.69197, 0.96856], [-4.91929, -2.68560, -1.34186], [-1.00236, -2.23818, -3.94348], [0.24198, -5.49246, -1.69258], [3.77728, -0.31463, -3.21607], [-3.07231, 3.92772, 2.97529], [-1.03869, -5.20125, -0.93961], [4.98925, 2.79188, 2.87549], [4.84853, -1.22192, -2.64938], [2.13962, 1.51084, 4.94521], [0.56123, -0.02953, -5.38995], [-1.42362, -2.99429, -4.35221], [-2.66589, -1.12960, 2.03236], [4.69964, -0.55053, -3.31518], [0.33063, 0.04183, -6.31621], [4.63187, 1.93618, 3.11277], [-5.33120, -3.53212, -1.51499], [1.11877, 4.93499, 3.37892], [-3.76488, 3.28304, 3.12007], [1.45682, 5.78267, 3.66770], [1.07194, -1.47141, -0.33807], [0.73213, 6.17747, 4.15266], [1.70872, 0.36145, 1.06684], [-2.43176, 3.47308, 2.42827], [-0.71075, -5.51651, -1.78182]],
  "largest_force_ev_per_a": 2.8,
  "spin_multiplicity": 3,
  "e_homo_ev": [-9.94, -8.74],
  "s_squared": 2.407,
  "e_tot_ev": -30270.393,
  "gap_ev": [7.68, 5.71]
}